(1)
C19H41N2OP2Pb | the ωB97M-V functional and the def2-TZVPD basis

Element x y z (Å)
1 Pb 1.05 0.62 -0.89
2 P 0.65 1.57 1.84
3 P -0.96 -1.23 -1.96
4 N -1.94 1.40 -0.20
5 C -0.96 2.51 1.89
6 H -1.22 2.72 2.95
7 H -0.74 3.49 1.41
8 C -2.17 1.81 1.22
9 H -2.62 1.07 1.91
10 H -2.90 2.62 1.04
11 C -2.97 0.43 -0.67
12 H -3.74 1.17 -0.99
13 H -3.40 -0.27 0.07
14 C -2.60 -0.32 -1.98
15 H -2.54 0.38 -2.85
16 H -3.40 -1.05 -2.20
17 C -1.45 -3.02 -1.68
18 C -0.24 -3.86 -1.27
19 H -0.59 -4.86 -0.95
20 H 0.31 -3.43 -0.43
21 H 0.46 -4.02 -2.10
22 C -0.34 -1.10 -3.72
23 C 0.92 -1.94 -3.92
24 H 1.43 -1.63 -4.84
25 H 0.69 -3.01 -4.03
26 H 1.66 -1.83 -3.11
27 C 1.96 2.90 1.70
28 C 3.37 2.30 1.82
29 H 4.11 3.02 1.45
30 H 3.51 1.38 1.23
31 H 3.64 2.08 2.86
32 C 0.79 0.84 3.57
33 C 1.86 -0.26 3.62
34 H 1.79 -0.78 4.58
35 H 2.88 0.15 3.54
36 H 1.74 -1.01 2.83
37 C -0.26 -1.06 0.90
38 O -0.71 -1.82 1.64
39 C -1.36 -1.34 -4.84
40 H -1.62 -2.40 -4.94
41 H -2.28 -0.76 -4.70
42 H -0.92 -1.02 -5.80
43 C 1.80 4.14 2.59
44 H 2.51 4.91 2.27
45 H 0.80 4.57 2.54
46 H 2.03 3.92 3.64
47 C 0.99 1.82 4.73
48 H 0.83 1.28 5.67
49 H 2.01 2.22 4.76
50 H 0.27 2.65 4.71
51 C -2.22 -3.72 -2.81
52 H -1.57 -3.97 -3.66
53 H -2.62 -4.67 -2.43
54 H -3.08 -3.13 -3.17
55 H -2.12 -2.95 -0.80
56 H -0.19 0.35 3.70
57 H -0.05 -0.03 -3.76
58 H 1.82 3.23 0.65
59 H -2.36 2.24 -0.65
60 H 1.26 2.06 -1.98
61 C 4.34 -2.87 0.00
62 C 3.29 -1.90 -0.16
63 N 2.49 -1.08 -0.35
64 H 5.03 -2.82 -0.85
65 H 3.90 -3.87 0.07
66 H 4.89 -2.65 0.92

The calculated total energy comes out at -49211.626 eV. The orbital gap is 6.2 eV. As for the charge: +1.

=====

(2)
C32H35FeN6O8S | the ωB97M-V functional and the def2-TZVPD basis

Element x y z (Å)
1 Fe -1.23 1.48 -0.66
2 N -1.49 -6.92 -2.13
3 C -1.88 -5.60 -2.21
4 C -3.21 -5.26 -2.46
5 C -3.60 -3.94 -2.56
6 C -2.65 -2.94 -2.41
7 C -1.31 -3.25 -2.21
8 C -0.93 -4.57 -2.10
9 S -3.20 -1.25 -2.40
10 O -1.14 -0.60 -3.80
11 O -4.65 -1.26 -2.56
12 N -2.58 -0.62 -1.08
13 C -3.44 -0.30 -0.03
14 N -2.97 0.70 0.72
15 C -3.72 1.11 1.74
16 C -4.92 0.51 2.04
17 C -5.30 -0.54 1.22
18 N -4.58 -0.96 0.19
19 H -2.21 -7.61 -1.99
20 H -0.61 -7.12 -1.70
21 H -3.95 -6.05 -2.57
22 H -4.64 -3.67 -2.73
23 H -0.58 -2.45 -2.15
24 H 0.11 -4.83 -1.93
25 H -3.33 1.94 2.32
26 H -5.53 0.84 2.87
27 H -6.24 -1.07 1.38
28 O 0.10 1.42 1.16
29 C 0.02 2.61 1.95
30 C -1.36 3.23 1.59
31 O -2.03 3.79 2.43
32 O -1.67 3.10 0.34
33 C 0.23 2.22 3.42
34 C 1.08 1.15 3.69
35 C 1.41 0.80 4.99
36 C 0.90 1.53 6.05
37 C 0.05 2.59 5.80
38 C -0.29 2.93 4.49
39 C 1.06 3.65 1.49
40 C 1.59 3.60 0.20
41 C 2.49 4.56 -0.23
42 C 2.87 5.59 0.61
43 C 2.33 5.66 1.88
44 C 1.43 4.70 2.32
45 H 0.95 1.37 0.69
46 H 1.50 0.58 2.87
47 H 2.07 -0.04 5.17
48 H 1.18 1.28 7.07
49 H -0.37 3.16 6.62
50 H -0.98 3.74 4.31
51 H 1.28 2.83 -0.50
52 H 2.89 4.50 -1.24
53 H 3.56 6.35 0.26
54 H 2.60 6.47 2.55
55 H 1.02 4.77 3.32
56 C 0.11 -1.61 0.55
57 N 1.34 -1.55 -0.23
58 C 2.27 -2.65 0.02
59 C 3.35 -2.70 -1.03
60 C 3.97 -1.33 -1.13
61 N 2.94 -0.35 -1.44
62 C 3.37 0.85 -2.14
63 C 1.70 -0.41 -0.89
64 O 0.94 0.57 -1.02
65 H -0.31 -2.61 0.45
66 H -0.62 -0.91 0.19
67 H 0.31 -1.41 1.61
68 H 1.68 -3.57 0.02
69 H 2.71 -2.54 1.01
70 H 2.93 -2.98 -2.00
71 H 4.10 -3.44 -0.75
72 H 4.72 -1.28 -1.93
73 H 4.48 -1.08 -0.19
74 H 3.87 0.57 -3.07
75 H 4.08 1.43 -1.53
76 H 2.51 1.46 -2.37
77 C 1.09 -0.09 -4.87
78 O 0.53 0.84 -3.94
79 C -0.67 0.48 -3.43
80 O -1.23 1.34 -2.69
81 H 1.05 -1.10 -4.49
82 H 2.13 0.22 -5.02
83 H 0.56 -0.05 -5.82

Its expectation value of S² is 8.764. The calculated total energy comes out at -104296.498 eV. The orbital gap (alpha / beta) is 8.3 / 6.8 eV. As for the charge: 0. As for the multiplicity: 6.

=====

(3)
C2H6N4O | the ωB97M-V functional and the def2-TZVPD basis

Element x y z (Å)
1 C -1.00 0.14 -0.02
2 C 1.15 -0.14 0.07
3 N -1.41 -1.08 -0.26
4 N 2.05 0.85 -0.09
5 O -2.66 1.11 0.32
6 N -0.49 1.16 0.37
7 N 1.24 -1.38 0.16
8 H -2.74 1.76 -0.38
9 H -0.69 -1.80 -0.18
10 H -2.39 -1.25 -0.09
11 H 3.04 0.65 -0.03
12 H 1.75 1.80 0.03
13 H 2.16 -1.81 0.10

The calculated total energy comes out at -10174.091 eV. The orbital gap (alpha / beta) is 8.0 / 8.0 eV. As for the charge: 0.

=====

(4)
C40H46NO4P2Ta | the ωB97M-V functional and the def2-TZVPD basis

Element x y z (Å)
1 Ta 0.41 -0.62 -0.59
2 C -3.60 -0.83 0.38
3 C -3.48 -0.81 1.88
4 C -4.58 -1.20 2.63
5 C -4.62 -1.04 4.00
6 C -3.56 -0.44 4.65
7 C -2.44 -0.06 3.92
8 C -2.36 -0.29 2.54
9 P -0.94 0.41 1.61
10 C 0.29 0.88 2.87
11 C 0.63 -0.13 3.78
12 C 1.59 0.07 4.76
13 C 2.24 1.29 4.82
14 C 1.96 2.26 3.88
15 C 1.01 2.08 2.88
16 C 0.89 3.17 1.84
17 C -1.68 1.86 0.85
18 C -2.32 2.86 1.59
19 C -2.88 3.94 0.94
20 C -2.82 4.01 -0.45
21 C -2.23 3.00 -1.18
22 C -1.65 1.90 -0.53
23 C -1.10 0.75 -1.33
24 H -4.27 -1.62 0.06
25 H -2.64 -0.99 -0.09
26 H -4.00 0.12 0.02
27 H -5.43 -1.62 2.11
28 H -5.50 -1.35 4.56
29 H -3.59 -0.26 5.71
30 H -1.64 0.42 4.45
31 H 0.12 -1.09 3.74
32 H 1.82 -0.72 5.46
33 H 2.98 1.47 5.59
34 H 2.50 3.20 3.91
35 H 1.79 3.79 1.86
36 H 0.03 3.82 2.02
37 H 0.78 2.78 0.83
38 H -2.36 2.79 2.67
39 H -3.36 4.72 1.50
40 H -3.26 4.85 -0.96
41 H -2.22 3.04 -2.26
42 H -0.73 1.09 -2.29
43 H -1.92 0.04 -1.58
44 C 3.76 -0.80 2.29
45 C 3.70 -2.13 2.70
46 C 2.65 -2.93 2.29
47 C 1.66 -2.39 1.48
48 N 1.72 -1.09 1.12
49 C 2.75 -0.32 1.49
50 C 0.52 -3.15 0.93
51 C 0.18 -4.41 1.40
52 C -0.88 -5.11 0.85
53 C -1.62 -4.56 -0.18
54 C -1.32 -3.29 -0.65
55 C -0.26 -2.55 -0.10
56 H 4.57 -0.16 2.58
57 H 4.48 -2.54 3.32
58 H 2.61 -3.97 2.57
59 H 2.75 0.70 1.13
60 H 0.74 -4.86 2.21
61 H -1.12 -6.09 1.22
62 H -2.44 -5.11 -0.61
63 H -1.92 -2.87 -1.44
64 C 2.91 2.26 -4.01
65 C 2.37 2.35 -2.60
66 C 1.14 3.23 -2.53
67 C 3.43 2.75 -1.60
68 O 1.91 0.97 -2.14
69 P 2.12 -0.49 -2.74
70 O 3.10 -0.79 -3.76
71 O 2.16 -1.19 -1.31
72 O 0.55 -0.84 -2.99
73 C -0.02 -1.62 -4.19
74 C 0.45 -3.05 -4.05
75 C 0.49 -0.94 -5.45
76 C -1.52 -1.45 -4.07
77 H 3.19 3.26 -4.32
78 H 2.16 1.89 -4.71
79 H 3.79 1.62 -4.08
80 H 1.42 4.25 -2.76
81 H 0.71 3.22 -1.52
82 H 0.38 2.91 -3.24
83 H 3.82 3.73 -1.86
84 H 4.26 2.04 -1.61
85 H 3.01 2.81 -0.59
86 H 1.53 -3.11 -4.10
87 H 0.03 -3.64 -4.87
88 H 0.11 -3.48 -3.11
89 H 1.57 -1.04 -5.55
90 H 0.21 0.11 -5.46
91 H 0.03 -1.42 -6.30
92 H -1.90 -1.86 -3.14
93 H -2.00 -1.99 -4.88
94 H -1.81 -0.40 -4.15

The calculated total energy comes out at -72026.967 eV. The orbital gap is 6.5 eV. As for the charge: +2.

=====

(5)
C4H6ClN2 | the ωB97M-V functional and the def2-TZVPD basis

Element x y z (Å)
1 C 0.28 -0.37 -1.09
2 C -0.31 0.94 -1.64
3 C -1.47 -0.10 0.46
4 C 0.93 -0.73 1.28
5 N -0.90 0.09 -0.70
6 N 1.19 -0.39 -0.01
7 Cl 2.02 -0.25 2.45
8 H 0.03 1.98 -1.47
9 H -0.68 0.84 -2.57
10 H -1.31 -1.09 0.88
11 H -2.23 0.52 0.89
12 H 0.34 -1.52 1.71
13 H 2.09 0.08 -0.18

The calculated total energy comes out at -19735.755 eV. The orbital gap (alpha / beta) is 8.1 / 8.1 eV. As for the charge: +1.

=====

(6)
C4H10O4 | the ωB97M-V functional and the def2-TZVPD basis

Element x y z (Å)
1 O 0.90 -0.88 -1.90
2 C 0.68 0.26 -1.57
3 C -0.34 0.58 -0.51
4 C -0.54 -0.64 0.40
5 C -1.47 -0.24 1.52
6 O -1.07 0.39 2.48
7 H 1.33 1.03 -2.02
8 H 0.12 1.29 0.17
9 H -1.27 1.03 -0.87
10 H 0.38 -1.04 0.83
11 H -1.06 -1.42 -0.16
12 H -2.56 -0.39 1.39
13 O 0.08 3.37 1.49
14 H -0.27 2.51 1.75
15 H -0.63 3.72 0.93
16 O 1.79 -3.57 -1.21
17 H 2.53 -3.06 -0.85
18 H 1.40 -2.96 -1.86

As for the SMILES: O=CCCC=O.O.O. The calculated total energy comes out at -12499.127 eV. The orbital gap is 11.0 eV. As for the charge: 0.

=====

(7)
C44H33N4O5STeTi | the ωB97M-V functional and the def2-TZVPD basis

Element x y z (Å)
1 Ti -0.29 -0.13 -0.30
2 C -7.01 -1.28 1.37
3 C -5.59 -1.27 0.88
4 C -4.91 -2.46 0.63
5 C -3.59 -2.49 0.18
6 C -2.98 -3.82 -0.17
7 O -3.71 -4.71 -0.54
8 C -1.51 -4.02 -0.06
9 C -0.79 -3.52 1.02
10 C 0.58 -3.66 1.07
11 C 1.25 -4.30 0.02
12 C 0.53 -4.82 -1.05
13 C -0.85 -4.69 -1.08
14 C -2.94 -1.28 -0.03
15 O -1.68 -1.25 -0.48
16 C -3.61 -0.05 0.16
17 C -4.93 -0.08 0.63
18 C -2.97 1.22 -0.19
19 N -1.71 1.33 -0.51
20 C -1.15 2.64 -0.92
21 C -0.28 2.48 -2.16
22 Te 0.54 4.37 -2.76
23 C -1.36 5.22 -3.11
24 C -1.95 6.05 -2.15
25 C -3.20 6.60 -2.40
26 C -3.87 6.32 -3.58
27 C -3.28 5.49 -4.53
28 C -2.02 4.95 -4.30
29 C -3.84 2.43 -0.18
30 C -4.71 2.66 -1.25
31 C -5.52 3.78 -1.23
32 C -5.48 4.66 -0.16
33 C -4.63 4.42 0.91
34 C -3.80 3.30 0.90
35 H -7.24 -2.20 1.90
36 H -7.71 -1.20 0.53
37 H -7.20 -0.44 2.04
38 H -5.40 -3.41 0.77
39 H -1.32 -3.03 1.83
40 H 1.14 -3.29 1.91
41 H 2.33 -4.40 0.05
42 H 1.05 -5.33 -1.85
43 H -1.43 -5.10 -1.91
44 H -5.44 0.86 0.79
45 H -0.55 3.03 -0.10
46 H -1.95 3.35 -1.12
47 H -0.85 2.06 -2.99
48 H 0.59 1.85 -1.98
49 H -1.43 6.27 -1.23
50 H -3.65 7.25 -1.66
51 H -4.84 6.76 -3.78
52 H -3.79 5.29 -5.46
53 H -1.56 4.33 -5.05
54 H -4.74 1.97 -2.08
55 H -6.19 3.97 -2.07
56 H -6.13 5.52 -0.14
57 H -4.60 5.10 1.75
58 H -3.13 3.11 1.72
59 O 2.34 -0.26 4.26
60 S 3.25 0.18 3.22
61 O 4.58 -0.31 3.21
62 N 2.47 -0.12 1.79
63 C 2.00 0.99 1.31
64 O 1.13 1.00 0.34
65 C 2.44 2.25 1.96
66 C 2.20 3.55 1.59
67 C 2.73 4.56 2.38
68 C 3.47 4.26 3.52
69 C 3.71 2.94 3.89
70 C 3.18 1.95 3.09
71 H 1.64 3.79 0.69
72 H 2.57 5.60 2.11
73 H 3.88 5.06 4.12
74 H 4.30 2.69 4.77
75 N 0.00 -0.63 3.13
76 C -0.41 -0.51 2.06
77 H 0.71 -0.59 3.88
78 N 3.48 -3.37 -5.76
79 C 2.90 -2.85 -4.92
80 C 2.17 -2.20 -3.86
81 C 2.87 -1.60 -2.81
82 C 2.17 -0.98 -1.79
83 C 0.77 -0.95 -1.80
84 C 0.09 -1.56 -2.86
85 C 0.78 -2.17 -3.89
86 H 3.95 -1.64 -2.79
87 H 2.73 -0.52 -0.98
88 H -0.99 -1.58 -2.88
89 H 0.25 -2.64 -4.71

The calculated total energy comes out at -103599.833 eV. The orbital gap is 6.4 eV. As for the charge: +1.

=====

(8)
C2H8NO | the ωB97M-V functional and the def2-TZVPD basis

Element x y z (Å)
1 N 1.89 1.40 0.04
2 H 1.43 0.52 0.44
3 H 1.26 2.04 0.54
4 H 1.87 1.31 -0.98
5 H 2.80 1.61 0.47
6 C -2.05 -0.80 -0.44
7 C -0.96 -0.30 0.22
8 O 0.33 -0.72 0.12
9 H -3.02 -0.86 0.09
10 H -1.89 -1.01 -1.50
11 H -1.16 0.36 1.08
12 H 0.38 -1.68 -0.06

Its expectation value of S² is 0.754. The calculated total energy comes out at -5719.732 eV. The orbital gap (alpha / beta) is 11.1 / 10.7 eV. As for the charge: +2. As for the multiplicity: 2.

=====

For each record above, in turn, the calculated max |F| values are 5.39; 0.72; 3.95; 1.25; 3.57; 1.91; 0.67; 2.95 eV/A.
For each record above, in turn, the calculated energy relative to the best compared isomer or geometry (same formula, charge and spin) values are 29.8; 65.7; 576.1; 199.5; 473.8; 142.7; 41.5; 81.1 kJ/mol.